Below is a structure of composition C13H30CeN4O7 in a non-equilibrium geometry, with properties calculated with the ωB97M-V functional and the def2-TZVPD basis.

Geometry as XYZ:
```
55
Properties=species:S:1:pos:R:3:forces:R:3:mulliken_spin:R:1
Ce 0.65964 -0.08346 -0.02049 -2.841 -1.434 -4.150 -0.02
O 0.50127 -2.43289 2.00354 0.621 1.351 0.725 0.00
O -0.77588 -2.54801 -0.82712 -1.233 -3.384 0.785 -0.30
O 2.39184 -4.52630 -0.13327 -0.314 0.207 0.583 0.00
O -1.78149 0.22879 0.28584 -0.147 0.524 0.283 0.01
O 1.03955 2.92232 0.84285 0.018 -1.090 1.586 0.00
O 3.42310 -2.79116 -3.31812 -0.054 0.210 0.272 1.02
O 0.62726 2.33025 -1.84654 0.807 2.046 -0.496 0.23
N 0.66708 -1.05366 1.82011 0.301 -1.109 6.181 0.00
N 0.88965 1.61177 1.23705 0.263 2.952 4.708 0.00
N 0.42929 1.09027 -1.81116 -1.403 -2.895 -1.925 0.23
N -0.13999 -1.60727 -1.25920 0.544 3.288 -3.498 -0.20
C 0.89655 2.25159 3.58495 -0.017 0.545 1.272 0.00
C 0.61384 -0.67572 4.22268 0.135 -0.001 1.226 0.00
C 0.82514 1.21445 2.55365 0.489 4.365 -4.322 -0.01
C -3.90107 0.63344 -0.88242 -0.209 0.088 -0.166 0.00
C -0.17985 -2.26841 -3.54408 -0.223 -0.327 -0.958 0.00
C 0.34434 0.18114 -2.84748 0.386 2.099 1.300 -0.15
C -2.29837 0.60993 1.60389 0.015 -0.622 -0.934 0.00
C -2.42945 0.88206 -0.86374 0.492 -0.147 0.482 -0.01
C 0.56447 0.77913 -4.16995 0.132 -0.013 -1.119 0.01
C 0.71403 -0.16247 2.85335 -0.412 -5.401 -1.969 0.00
C -2.35994 2.09436 1.82770 -0.079 0.259 0.181 0.00
C 0.02450 -1.18578 -2.56962 -0.290 -1.192 1.285 0.21
C 2.70816 -0.06908 -0.37890 4.238 0.341 -0.103 -0.01
H 0.65106 3.27188 3.25253 0.144 -0.598 -0.295 0.00
H -4.41612 1.08061 -0.03675 -0.133 -0.001 0.035 0.00
H -1.20729 -2.65874 -3.46618 0.344 0.012 0.005 0.01
H -1.39009 2.59438 1.72911 -0.203 -0.130 -0.067 0.00
H -1.98387 0.42541 -1.75268 0.026 0.068 0.347 0.00
H -1.65936 0.10173 2.33661 -0.116 0.144 -0.286 0.00
H -0.15235 1.59826 -4.33929 0.307 -0.174 0.099 -0.01
H 3.62864 -1.95819 -2.84311 -0.019 -0.206 -0.185 -0.02
H 2.68706 -4.45140 -1.03756 0.147 -0.059 -0.624 0.00
H 0.20066 2.00314 4.39150 0.189 0.056 0.091 0.00
H 2.77605 -0.01893 0.74272 0.308 0.070 -0.263 0.00
H -0.00148 -1.96509 -4.57345 -0.050 0.006 0.031 -0.01
H -3.06757 2.58634 1.15740 0.071 -0.052 0.087 0.00
H 3.65703 -0.48115 -0.66892 0.484 -0.307 -0.395 0.00
H 2.42064 -3.62036 0.18669 0.356 -0.028 -0.046 0.00
H -2.71366 2.24769 2.84622 -0.058 0.156 0.080 0.00
H 0.51747 -3.08517 -3.31220 -0.275 0.043 -0.034 0.02
H -2.12778 1.93856 -0.83372 -0.321 -0.174 -0.158 0.00
H 1.57900 1.20075 -4.21322 -0.275 0.074 -0.005 -0.01
H -3.26492 0.12098 1.67851 -0.275 0.192 0.206 0.00
H 0.46662 0.06667 -4.98664 -0.009 0.023 0.043 0.00
H 0.85173 -1.74266 4.34146 -0.145 0.377 -0.504 0.00
H -0.40222 -0.51772 4.61467 0.208 0.043 -0.015 0.00
H -4.28191 1.09096 -1.79320 -0.228 -0.013 -0.038 0.00
H 1.09437 2.87496 -0.16142 -0.494 -0.208 -0.151 0.00
H 1.31406 -0.12172 4.85170 -0.192 0.034 0.160 0.00
H 2.71079 0.98882 -0.72995 0.032 -0.236 0.141 0.00
H 1.91299 2.27884 4.00736 -0.232 0.020 0.025 0.00
H -4.09991 -0.43891 -0.92172 -0.055 0.074 0.056 0.00
H 0.84666 -2.83531 1.16997 -0.761 0.135 0.431 0.00
```
Forces are in eV/Å.

multiplicity	2
LUMO (spin up / spin down)	-5.70 / -5.71	eV
Kohn-Sham gap (spin up / spin down)	4.74 / 4.77	eV
HOMO energy (spin up / spin down)	-10.435 / -10.485	eV
charge	+1
total energy	-1733.4003	hartree